Computed, not measured: one molecule with the formula C3H5N5, with ωB97M-V/def2-TZVPD.

## Properties
SMILES string: [H]/N=C/Nc1ncn[nH]1
2S+1: 1
HOMO in eV: -9.1
Frontier orbital gap in eV: 9.61
F_max in eV/Å: 6.1
ΔE to the lowest compared entry with this formula, charge and spin in eV: 2.211

Last column: Mulliken charge in e.
CARTESIAN COORDINATES (ANGSTROEM)
1 H 2.69 -0.27 -1.92  0.2115
2 N 1.79 -0.22 -1.39  -0.6485
3 C 0.91 0.71 -1.64  0.1718
4 N -0.13 0.85 -0.84  -0.1977
5 C -0.61 -0.07 0.11  0.3346
6 N -1.81 0.08 0.82  -0.6277
7 C -1.64 -0.74 1.99  -0.0252
8 N -0.41 -1.29 2.00  -0.9049
9 N 0.16 -0.81 0.85  0.3656
10 H 1.05 1.70 -2.35  0.2374
11 H -0.67 1.89 -0.82  0.3423
12 H -2.46 -0.82 2.69  0.4094
13 H 1.13 -1.02 0.49  0.3315

Computed, not measured: an isolated ion of composition C3H5N5O3P and charge -1, with ωB97M-V/def2-TZVPD.

## Properties
SMILES string: [H]/N=C(/O[P@@](=N)([O-])O)n1cncn1
2S+1: 1
Net charge: -1
HOMO in eV: -5.3
Frontier orbital gap in eV: 9.03
F_max in eV/Å: 1.9
ΔE to the lowest compared entry with this formula, charge and spin in eV: 0.000

Last column: Mulliken charge in e.
CARTESIAN COORDINATES (ANGSTROEM)
1 H 0.99 -2.46 0.33  0.2660
2 N 0.09 -2.26 -0.09  -0.7640
3 C -0.04 -1.05 -0.40  0.6315
4 O -1.06 -0.56 -1.05  -0.4304
5 P -1.97 0.41 0.18  0.7556
6 N -1.23 0.06 1.51  -0.7281
7 O -2.02 1.78 -0.36  -0.7141
8 O -3.41 -0.32 -0.07  -0.5070
9 N 1.04 -0.13 -0.24  0.9681
10 C 1.06 1.21 -0.35  0.1174
11 N 2.29 1.66 -0.20  -0.7035
12 C 3.00 0.54 0.02  -0.1673
13 N 2.29 -0.56 0.01  -1.1258
14 H -1.49 -0.86 1.83  0.2688
15 H -3.80 0.16 -0.80  0.2851
16 H 0.19 1.81 -0.52  0.4230
17 H 4.06 0.54 0.19  0.4246

Computed, not measured: C3H5N5O3S2 as an isolated structure, with ωB97M-V/def2-TZVPD.

## Properties
2S+1: 1
HOMO in eV: -9.2
Frontier orbital gap in eV: 9.26
F_max in eV/Å: 6.4
ΔE to the lowest compared entry with this formula, charge and spin in eV: 0.000

Last column: Mulliken charge in e.
CARTESIAN COORDINATES (ANGSTROEM)
1 C -2.12 -1.08 -0.35  -0.0823
2 C -1.18 -0.14 0.04  0.2032
3 C 0.78 -1.36 -0.72  0.5872
4 N -1.64 0.78 0.94  0.1851
5 N -2.85 0.68 1.32  -0.8390
6 N 2.06 -1.18 -0.98  -0.3990
7 N 0.66 1.79 1.48  -0.5734
8 N 0.16 -0.25 -0.20  -0.1858
9 O 0.27 -2.45 -0.95  -0.6509
10 O 0.00 2.33 -0.79  -0.5086
11 O 2.34 1.52 -0.39  -0.6508
12 S -3.53 -0.63 0.53  0.1315
13 S 0.96 1.60 -0.08  1.1457
14 H -2.14 -2.04 -0.98  0.3533
15 H 2.78 -0.34 -0.85  0.2563
16 H 2.50 -1.86 -1.59  0.2305
17 H 1.24 1.20 2.15  0.3087
18 H -0.27 1.43 1.43  0.4885

Computed, not measured: one molecule with the formula C3H5N5O4, with ωB97M-V/def2-TZVPD.

## Properties
SMILES string: C=NNN(C=C=[N+]([O-])O)[N+](=O)[O-]
2S+1: 1
HOMO in eV: -9.8
Frontier orbital gap in eV: 9.51
F_max in eV/Å: 3.7
ΔE to the lowest compared entry with this formula, charge and spin in eV: 3.401

Last column: Mulliken charge in e.
CARTESIAN COORDINATES (ANGSTROEM)
1 C -0.21 2.17 -0.26  -0.2961
2 N 0.18 1.64 0.81  -0.3663
3 N 0.51 0.36 1.12  -0.2379
4 N 1.14 -0.57 0.18  0.1276
5 C 0.32 -1.29 -0.70  -0.1945
6 C -0.93 -1.28 -0.45  -0.1124
7 N -2.02 -1.08 0.17  0.6330
8 O -2.58 -1.80 0.98  -0.6262
9 O -2.75 0.04 -0.33  -0.4041
10 N 2.46 -0.44 0.03  1.0483
11 O 2.93 -1.10 -0.88  -0.6722
12 O 3.05 0.29 0.82  -0.6448
13 H -0.15 1.62 -1.18  0.2739
14 H -0.50 3.12 -0.08  0.3102
15 H 1.17 0.35 1.84  0.3249
16 H 0.96 -1.71 -1.42  0.4947
17 H -3.59 -0.32 -0.65  0.3419

Computed, not measured: one molecule with the formula C3H5NO, with ωB97M-V/def2-TZVPD.

## Properties
SMILES string: O=CN1CC1
2S+1: 1
HOMO in eV: -10.3
Frontier orbital gap in eV: 11.04
F_max in eV/Å: 6.6
ΔE to the lowest compared entry with this formula, charge and spin in eV: 3.823

Last column: Mulliken charge in e.
CARTESIAN COORDINATES (ANGSTROEM)
1 O -2.41 -0.01 0.79  -0.4387
2 C -1.21 0.08 0.61  0.1080
3 N -0.48 0.72 -0.55  -0.3300
4 C 0.52 -0.41 -0.98  -0.1510
5 C 0.83 0.58 0.00  -0.3135
6 H -0.76 -0.72 1.19  0.2599
7 H 0.29 -1.38 -0.22  0.1167
8 H 0.92 -0.64 -1.96  0.3310
9 H 0.80 0.22 1.10  0.1996
10 H 1.51 1.56 0.02  0.2181

Computed, not measured: a 2-piece molecular cluster, C3H5NO overall, with ωB97M-V/def2-TZVPD.

## Properties
2S+1: 1
HOMO in eV: -8.6
Frontier orbital gap in eV: 9.61
F_max in eV/Å: 2.2
ΔE to the lowest compared entry with this formula, charge and spin in eV: 1.066

Last column: Mulliken charge in e.
CARTESIAN COORDINATES (ANGSTROEM)
1 O 0.96 2.37 1.02  -0.1311
2 C -0.05 1.94 1.35  0.0623
3 C -0.50 -0.37 -0.50  0.0297
4 C 0.55 -0.66 -1.26  -0.7321
5 N -0.67 -0.73 0.85  -0.5485
6 H -1.08 0.03 1.38  0.3075
7 H -1.40 0.07 -0.93  0.3127
8 H 0.50 -0.55 -2.34  0.2422
9 H 1.47 -1.09 -0.85  0.2009
10 H 0.21 -1.01 1.28  0.2564